A single C3H3NO2S molecule. Source: OMol25; level of theory: ωB97M-V/def2-TZVPD.

Results
frontier orbital gap (alpha / beta): 6.67 / 8.38 eV
ΔE to the lowest compared entry with this formula, charge and spin: 622.2 kJ/mol
multiplicity: 1

Positions of all 10 atoms, in Å:
C 0.844 0.812 0.072
C 1.320 -0.650 -0.046
C -1.112 -0.209 0.122
N -0.437 0.937 0.109
O -2.451 -0.226 0.025
O -3.165 0.912 0.039
S -0.147 -1.674 0.139
H 1.416 1.656 0.071
H 1.500 -0.678 -1.112
H 2.233 -0.882 0.581



A gas-phase ion, C25H27N2O2 (charge +1). Source: OMol25; level of theory: ωB97M-V/def2-TZVPD.

Results
frontier orbital gap: 8.47 eV
ΔE to the lowest compared entry with this formula, charge and spin: 212.9 kJ/mol
multiplicity: 1
net charge: +1
SMILES: COc1ccc(C(c2ccc(OC)cc2)N2CCC[NH+]=C2c2ccccc2)cc1

Positions of all 56 atoms, in Å:
C 5.762 -3.850 1.551
O 5.623 -2.574 0.875
C 4.381 -2.044 0.744
C 4.300 -0.816 0.030
C 3.080 -0.195 -0.133
C 1.889 -0.720 0.358
C 0.582 0.095 0.339
C -0.597 -0.826 0.248
C -1.811 -0.315 0.710
C -3.012 -1.020 0.665
C -2.954 -2.409 0.252
O -4.068 -3.125 0.493
C -4.037 -4.579 0.507
C -1.770 -2.953 -0.300
C -0.618 -2.150 -0.345
C 1.981 -1.989 1.007
C 3.198 -2.638 1.241
H 6.840 -3.994 1.554
H 5.386 -3.800 2.574
H 5.267 -4.653 1.005
H 5.233 -0.393 -0.376
H 3.006 0.767 -0.689
H 0.515 0.956 1.078
H -1.791 0.715 1.080
H -3.943 -0.571 1.056
H -5.059 -4.875 0.777
H -3.773 -4.974 -0.495
H -3.315 -4.954 1.262
H -1.711 -4.030 -0.594
H 0.283 -2.567 -0.845
H 1.097 -2.486 1.407
H 3.220 -3.610 1.771
C -2.707 4.296 2.327
C -1.509 4.852 1.856
C -0.729 4.195 0.887
C -1.251 3.005 0.342
C -0.489 2.429 -0.899
N 0.200 1.271 -1.010
C 0.126 0.852 -2.404
C 0.748 1.916 -3.297
C -0.107 3.166 -3.245
N -0.626 3.335 -1.894
C -2.571 2.578 0.652
C -3.246 3.163 1.734
H -3.253 4.770 3.168
H -1.153 5.841 2.208
H 0.189 4.641 0.433
H 0.613 -0.085 -2.549
H -0.907 0.772 -2.759
H 1.787 2.134 -3.007
H 0.828 1.577 -4.346
H 0.435 4.090 -3.502
H -1.001 3.062 -3.872
H -1.222 4.149 -1.733
H -3.118 1.840 0.028
H -4.218 2.729 2.074



A molecular structure, C25H55N4O7P2S2. Source: OMol25; level of theory: ωB97M-V/def2-TZVPD.

Results
frontier orbital gap: 8.29 eV
multiplicity: 1
net charge: +1

Positions of all 95 atoms, in Å:
C -3.256 -1.086 4.305
C -2.315 -1.928 3.443
O -1.128 -1.218 3.098
C 0.049 -1.678 3.713
C 0.674 -2.886 2.993
O 0.268 -2.862 1.645
C 0.804 -3.892 0.858
C 0.510 -3.520 -0.578
O 0.937 -2.177 -0.742
C 0.700 -1.647 -2.003
C 0.977 -0.106 -1.979
S 0.921 0.468 -0.188
N 2.379 0.103 -2.460
P 3.511 0.178 -1.104
C 5.065 1.035 -1.548
C 4.176 -1.539 -0.981
C 4.444 -1.866 0.497
C 2.570 1.078 -3.519
C 1.781 2.382 -3.414
C 2.380 3.265 -2.339
C 1.911 3.087 -4.787
N 1.531 4.491 -4.771
C 2.644 5.431 -4.942
N 0.274 2.082 -3.208
C -0.542 3.212 -2.549
C -0.755 3.261 -1.043
C 0.197 4.109 -0.207
S -0.468 4.443 1.428
O -0.018 5.722 1.853
O -1.856 4.107 1.430
O 0.316 3.389 2.332
C -0.061 0.606 -2.890
C -0.138 -0.144 -4.259
P -1.853 0.479 -2.331
O -2.686 1.296 -3.241
H -4.255 -1.058 3.880
H -3.353 -1.481 5.318
H -2.872 -0.069 4.392
H -2.063 -2.877 3.927
H -2.807 -2.183 2.501
H -0.147 -1.960 4.755
H 0.744 -0.838 3.708
H 0.371 -3.833 3.461
H 1.768 -2.816 3.068
H 1.881 -4.017 1.027
H 0.319 -4.854 1.076
H 1.038 -4.187 -1.270
H -0.571 -3.578 -0.756
H -0.334 -1.863 -2.297
H 1.361 -2.089 -2.759
H -0.254 0.027 0.315
H 5.755 0.766 -0.746
H 4.945 2.117 -1.545
H 5.515 0.736 -2.501
H 5.108 -1.596 -1.547
H 3.445 -2.220 -1.414
H 3.580 -2.351 0.951
H 5.311 -2.519 0.601
H 4.658 -0.963 1.075
H 3.620 1.356 -3.569
H 2.358 0.627 -4.496
H 1.881 4.223 -2.253
H 2.423 2.753 -1.377
H 3.408 3.472 -2.643
H 1.336 2.538 -5.544
H 2.962 2.971 -5.079
H 0.867 4.660 -5.514
H 3.173 5.579 -4.000
H 3.365 5.095 -5.696
H 2.249 6.396 -5.253
H -0.065 2.158 -4.165
H -1.514 3.139 -3.028
H -0.095 4.131 -2.926
H -1.754 3.684 -0.913
H -0.810 2.276 -0.590
H 0.462 5.065 -0.658
H 1.125 3.572 -0.016
H 0.402 2.530 1.893
H 0.816 -0.584 -4.534
H -0.853 -0.964 -4.219
H -0.489 0.512 -5.057
H -1.945 0.747 -0.963
H -2.075 -0.901 -2.418
C -7.191 -3.817 7.197
C -6.252 -4.837 6.569
C -5.094 -4.183 5.804
C -5.571 -3.343 4.704
N -5.964 -2.692 3.844
H -7.666 -3.196 6.436
H -7.980 -4.316 7.758
H -6.655 -3.160 7.885
H -6.807 -5.485 5.888
H -5.824 -5.477 7.341
H -4.430 -4.940 5.384
H -4.502 -3.557 6.476



8 unconnected molecules or ions with the total composition C24H70N6O8. Source: OMol25; level of theory: ωB97M-V/def2-TZVPD.

Results
frontier orbital gap: 9.28 eV
ΔE to the lowest compared entry with this formula, charge and spin: 263.1 kJ/mol
multiplicity: 1
SMILES: COC[C@H](C)N.COC[C@H](C)N.COC[C@H](C)N.COC[C@H](C)N.COC[C@H](C)N.COC[C@H](C)N.O.O

Positions of all 108 atoms, in Å:
O -0.447 -0.713 0.065
H -0.254 0.223 0.022
H -1.271 -0.810 -0.413
O 2.039 -4.905 2.765
H 2.712 -4.679 3.406
H 1.875 -4.090 2.291
C -0.934 -4.470 -2.399
C -2.216 -4.845 -1.674
C -1.901 -4.930 -0.135
O -2.684 -5.811 0.605
C -3.990 -5.323 0.855
N -3.209 -3.834 -2.048
H -1.102 -4.459 -3.476
H -0.113 -5.143 -2.151
H -0.584 -3.452 -2.229
H -2.520 -5.813 -2.074
H -1.802 -4.018 0.455
H -0.922 -5.398 -0.039
H -4.395 -6.013 1.595
H -4.738 -5.239 0.067
H -3.927 -4.388 1.410
H -3.022 -2.942 -1.612
H -4.084 -4.001 -1.572
C 2.702 -3.375 -0.512
C 2.828 -2.331 0.632
C 3.273 -0.848 0.268
O 3.737 -0.145 1.446
C 3.599 1.322 1.467
N 1.589 -2.386 1.369
H 1.968 -3.034 -1.242
H 2.339 -4.278 -0.021
H 3.633 -3.535 -1.056
H 3.647 -2.739 1.225
H 2.412 -0.338 -0.164
H 4.055 -0.754 -0.485
H 2.600 1.455 1.881
H 3.693 1.866 0.527
H 4.275 1.825 2.159
H 1.600 -1.631 2.039
H 0.807 -2.180 0.763
C -3.838 1.913 3.807
C -3.705 0.381 3.931
C -2.250 -0.028 4.272
O -2.036 -1.417 3.933
C -0.713 -1.798 3.572
N -4.770 -0.022 4.819
H -3.301 2.359 2.970
H -3.527 2.274 4.787
H -4.878 2.187 3.629
H -3.902 -0.105 2.976
H -2.041 0.053 5.339
H -1.501 0.653 3.866
H -0.614 -2.765 3.079
H -0.065 -1.684 4.441
H -0.345 -1.130 2.794
H -4.548 -1.002 4.922
H -4.509 0.333 5.728
C -1.629 0.773 -4.081
C -1.780 -0.453 -3.137
C -2.857 -0.156 -2.076
O -2.920 -1.214 -1.164
C -4.009 -1.208 -0.239
N -2.167 -1.599 -3.906
H -2.618 1.157 -4.329
H -1.113 0.451 -4.985
H -1.077 1.538 -3.535
H -0.811 -0.648 -2.678
H -3.867 -0.055 -2.473
H -2.655 0.665 -1.389
H -4.271 -0.224 0.149
H -3.618 -1.760 0.616
H -4.936 -1.662 -0.591
H -3.086 -1.334 -4.231
H -2.374 -2.395 -3.321
C -1.666 3.299 -0.127
C -0.218 3.562 0.135
C 0.107 3.679 1.660
O 1.460 4.115 1.931
C 1.858 4.313 3.295
N 0.474 2.387 -0.441
H -1.887 3.188 -1.189
H -2.255 4.135 0.249
H -1.967 2.386 0.387
H 0.057 4.528 -0.289
H -0.177 2.781 2.208
H -0.435 4.502 2.126
H 1.539 3.532 3.985
H 1.403 5.189 3.759
H 2.930 4.459 3.422
H 1.467 2.484 -0.282
H 0.424 2.499 -1.443
C 3.656 2.361 -3.507
C 3.968 3.489 -2.551
C 4.578 4.747 -3.212
O 5.788 4.461 -3.963
C 6.849 3.926 -3.092
N 2.707 3.892 -2.004
H 4.557 1.935 -3.949
H 3.046 2.759 -4.317
H 3.204 1.535 -2.957
H 4.606 2.985 -1.825
H 4.760 5.536 -2.482
H 4.001 5.358 -3.907
H 7.808 3.966 -3.609
H 6.802 2.843 -2.978
H 6.985 4.500 -2.176
H 1.976 3.913 -2.700
H 2.659 4.841 -1.661



Number 1: molar mass 117.13 g/mol. Number 2: molar mass 387.50 g/mol. Number 3: molar mass 649.82 g/mol. Number 4: molar mass 570.86 g/mol.